# 1
C6H14N2O3 | the ωB97M-V functional and the def2-TZVPD basis

XYZ file:
```
25
Properties=species:S:1:pos:R:3:forces:R:3
C -3.386 1.016 -0.003 -0.08 -0.12 0.15
N -2.039 0.529 0.183 0.01 -0.21 -0.26
O -1.600 0.838 1.481 -0.26 0.28 -0.01
C -1.623 -0.734 -0.211 -0.29 0.32 0.04
N -2.228 -1.257 -1.328 -0.34 0.16 -0.03
O -0.700 -1.280 0.366 -1.31 0.03 0.36
H -3.400 2.048 0.345 -0.07 -0.06 -0.09
H -3.631 1.004 -1.067 0.01 0.04 0.14
H -4.126 0.437 0.575 0.16 0.14 -0.17
H -0.886 0.196 1.600 0.32 -0.26 0.08
H -3.191 -1.027 -1.543 0.37 -0.04 0.11
H -1.958 -2.204 -1.522 0.06 -0.11 -0.01
C 2.792 2.004 -0.536 -0.02 0.31 -0.31
C 2.441 0.656 0.045 -0.10 -0.17 0.20
C 1.860 -0.305 -0.677 0.09 0.08 -0.08
O 1.497 -1.548 -0.287 1.30 0.02 -0.23
C 1.755 -1.880 1.063 0.38 0.02 -0.17
H 1.904 2.543 -0.916 0.34 -0.23 0.18
H 3.260 2.649 0.219 -0.12 -0.19 -0.19
H 3.503 1.915 -1.376 -0.23 0.05 0.30
H 2.678 0.485 1.096 -0.07 0.02 -0.30
H 1.615 -0.150 -1.732 0.05 -0.06 0.30
H 1.229 -1.211 1.742 -0.05 0.03 0.03
H 2.830 -1.827 1.281 -0.10 -0.04 -0.08
H 1.402 -2.896 1.202 -0.05 -0.03 0.03
```
Positions in Å, forces in eV/Å.

As for the energy above the lowest of the compared OMol25 structures with the same formula, charge and spin: 51.65 kcal per mole. Its structure (SMILES) is CN(O)C(N)=O.C/C=C/OC. The HOMO energy comes out at -8.0380 eV. The LUMO energy is 0.8 eV. The total energy comes out at -15569.313 eV.

***

# 2
C6H14N3O3 | the ωB97M-V functional and the def2-TZVPD basis

XYZ file:
```
26
Properties=species:S:1:pos:R:3:forces:R:3
C -0.016 2.557 -1.010 -3.20 1.19 -0.93
C -2.476 0.081 0.213 -2.59 -1.01 -0.22
C -3.454 -1.087 0.214 -1.61 1.89 -0.66
C 0.588 -2.763 0.447 -2.04 3.04 -2.49
C 0.953 -2.115 -0.956 -1.28 -1.17 0.62
C 1.692 1.402 0.090 0.53 2.84 -1.11
N 1.121 1.902 -1.200 -0.17 0.62 2.03
N 1.954 0.089 0.154 -3.74 -4.58 -4.70
N 1.103 -0.670 -0.953 2.54 3.22 4.54
O -0.522 2.610 0.118 0.67 0.52 -0.30
O -2.941 1.158 0.803 -2.14 -1.94 0.95
O -1.486 0.094 -0.454 2.26 -0.32 -0.91
H -0.635 3.030 -1.941 1.84 -1.17 1.99
H -4.514 -0.636 0.264 1.61 -0.86 -0.32
H -3.396 -1.767 1.007 0.42 -0.59 1.70
H -3.292 -1.712 -0.652 -0.10 0.27 -0.50
H -0.492 -2.509 0.600 0.89 -0.85 0.17
H 0.863 -3.758 0.380 0.09 -2.01 0.31
H 1.142 -2.209 1.128 1.14 0.52 1.65
H 0.121 -2.372 -1.679 0.87 0.79 0.65
H 1.805 -2.649 -1.323 0.91 0.30 -0.30
H 0.703 1.691 0.786 0.76 -0.17 -0.59
H 2.556 2.140 0.443 -1.61 -1.92 -0.43
H 1.303 1.572 -2.108 1.01 -0.51 -1.04
H -2.302 1.819 0.795 2.09 2.35 -0.21
H 0.209 -0.137 -1.110 0.87 -0.44 0.11
```
Positions in Å, forces in eV/Å.

As for the net charge: +1. As for the energy above the lowest of the compared OMol25 structures with the same formula, charge and spin: 111.23 kcal per mole. The HOMO energy (alpha / beta) comes out at -14.2083 / -14.1986 eV. The LUMO energy (alpha / beta) is -6.7 / -6.8 eV. The total energy comes out at -17050.708 eV.

***

# 3
C6H14N3W | the ωB97M-V functional and the def2-TZVPD basis

XYZ file:
```
24
Properties=species:S:1:pos:R:3:forces:R:3
C -1.513 -0.384 -1.382 -0.22 -0.55 -0.81
W 0.695 -0.373 -0.102 -1.28 -0.03 2.31
N 1.986 0.446 -1.557 1.85 0.99 -2.02
H -0.431 -1.029 0.989 -0.72 -0.48 0.74
H -1.459 0.596 -0.907 0.55 0.10 0.26
H -2.332 -0.931 -0.911 0.32 0.05 -0.11
H -0.600 -1.054 -1.337 -1.11 0.03 -0.64
H -1.702 -0.234 -2.451 0.04 -0.11 0.21
H 2.973 0.168 -1.489 -0.35 0.21 -0.04
H 1.966 1.469 -1.482 0.11 -0.25 -0.10
H 1.720 0.236 -2.518 0.15 0.10 -0.15
N 1.962 -1.084 1.572 0.59 -1.23 0.49
C 1.990 0.200 2.213 0.33 -0.03 -1.13
C 2.851 0.685 3.162 0.15 0.46 0.48
C 2.807 2.072 3.396 -0.03 -0.46 -0.09
C 1.864 2.846 2.713 -0.41 0.33 -0.04
C 0.992 2.273 1.788 0.66 -1.28 -0.13
N 1.170 0.946 1.457 -0.57 1.73 0.94
H 1.233 -1.709 1.944 0.16 0.40 0.03
H 2.841 -1.616 1.577 -0.33 0.53 0.01
H 3.521 -0.003 3.682 -0.16 0.40 -0.11
H 3.494 2.541 4.108 -0.32 -0.23 -0.30
H 1.803 3.925 2.892 -0.03 -0.49 0.02
H 0.185 2.804 1.266 0.61 -0.18 0.18
```
Positions in Å, forces in eV/Å.

The spin multiplicity is 3. As for the net charge: +1. As for the energy above the lowest of the compared OMol25 structures with the same formula, charge and spin: 26.99 kcal per mole. The HOMO energy (alpha / beta) comes out at -10.2707 / -9.4931 eV. The LUMO energy (alpha / beta) is -3.2 / -3.5 eV. The total energy comes out at -12734.581 eV.

***

# 4
C6H14NO | the ωB97M-V functional and the def2-TZVPD basis

XYZ file:
```
22
Properties=species:S:1:pos:R:3:forces:R:3
C -2.371 -1.182 0.625 -0.13 2.01 -0.41
C -1.053 -0.502 1.192 -0.28 -1.88 -0.83
N -0.347 0.159 0.050 -0.99 -1.52 3.15
C -0.634 1.617 0.053 -0.76 -2.37 -2.98
C 1.054 -0.407 -0.222 -3.31 3.58 -2.39
C 2.120 0.507 0.299 1.53 -1.63 0.73
C 1.200 -0.379 -1.812 -0.47 0.90 1.83
O 2.393 -0.804 -1.938 3.96 -1.95 -2.26
H -2.824 -0.367 -0.032 0.22 -1.21 0.73
H -2.262 -2.091 0.010 0.53 0.49 0.23
H -3.063 -1.415 1.431 -0.24 -0.04 0.20
H -1.315 0.181 2.029 0.00 -0.14 -0.45
H -0.515 -1.382 1.683 0.09 1.32 -0.72
H -0.892 1.755 -1.056 0.13 0.92 1.66
H -1.408 1.946 0.741 -0.42 -0.42 -0.15
H 0.223 2.125 0.316 1.83 1.58 0.33
H 1.008 -1.461 -0.014 0.38 -0.19 0.60
H 2.233 0.346 1.408 0.20 0.62 -0.83
H 3.031 0.157 -0.295 -0.87 0.51 0.96
H 1.911 1.543 0.016 0.13 -0.21 0.26
H 1.116 0.678 -2.277 -0.88 -0.33 0.62
H 0.395 -1.023 -2.206 -0.66 -0.03 -0.28
```
Positions in Å, forces in eV/Å.

As for the net charge: -1. As for the energy above the lowest of the compared OMol25 structures with the same formula, charge and spin: 59.70 kcal per mole. Its structure (SMILES) is CCN(C)[C@H](C)C[O-]. The HOMO energy comes out at -2.0334 eV. The LUMO energy is 3.8 eV. The total energy comes out at -9984.035 eV.

***

# 5
C6H14NO | the ωB97M-V functional and the def2-TZVPD basis

XYZ file:
```
22
Properties=species:S:1:pos:R:3:forces:R:3
C -1.088 -0.518 0.781 -0.45 1.05 0.49
C -0.293 -0.777 2.067 -0.47 0.94 -0.07
C 1.200 -0.990 1.763 0.38 -0.56 -0.39
O 1.354 -1.750 0.656 0.21 -0.17 0.13
C -0.598 0.816 0.158 -2.06 -1.56 1.38
N -1.634 1.368 -0.878 2.58 -0.98 -0.92
C 0.839 -0.709 -2.367 -0.07 0.22 0.81
C -0.894 2.308 -1.318 -1.03 1.23 -0.51
H -2.137 -0.376 1.069 -0.11 -0.32 -0.30
H -0.921 -1.312 0.063 -0.26 -0.20 0.06
H -0.787 -1.582 2.618 0.37 -0.41 -0.11
H -0.465 0.120 2.689 0.22 -0.04 0.20
H 1.695 -1.374 2.697 -0.17 -0.25 0.02
H 1.729 -0.009 1.650 -0.39 0.42 0.08
H -0.506 1.510 0.997 0.74 0.26 -0.31
H 0.269 0.415 -0.373 0.31 1.26 0.38
H 1.330 -1.136 -3.235 -0.02 0.06 -0.09
H 1.471 0.003 -1.832 0.38 0.00 -0.44
H 0.655 -1.445 -1.580 0.03 -0.24 -0.19
H -0.507 2.440 -2.349 -1.19 0.16 -0.33
H -0.622 3.184 -0.690 1.11 -0.71 0.47
H -0.088 -0.185 -2.587 -0.12 -0.15 -0.36
```
Positions in Å, forces in eV/Å.

As for the net charge: -1. As for the energy above the lowest of the compared OMol25 structures with the same formula, charge and spin: 85.65 kcal per mole. The HOMO energy comes out at -2.4843 eV. The LUMO energy is 3.6 eV. The total energy comes out at -9982.909 eV.

***

# 6
C6H14NO | the ωB97M-V functional and the def2-TZVPD basis

XYZ file:
```
22
Properties=species:S:1:pos:R:3:forces:R:3
C -1.889 -0.717 0.381 -4.18 -1.29 -1.07
C 1.346 -1.006 1.007 1.24 -0.21 1.89
C 0.373 -1.027 -1.354 0.12 2.23 1.26
C 1.451 1.070 -0.309 -0.19 -0.90 1.03
C -1.113 0.349 0.802 5.03 -1.70 -3.30
C 0.700 -0.209 -0.040 -1.84 0.63 -1.02
N -1.429 1.491 0.015 2.15 3.41 2.28
O -2.704 -0.489 -0.511 0.05 -0.34 -0.93
H -2.089 -1.664 0.880 1.19 -0.24 0.46
H 0.701 -1.717 1.481 -0.77 -0.14 0.59
H 2.030 -1.696 0.568 0.94 -0.32 -0.78
H 1.974 -0.474 1.794 -1.20 -0.26 -0.98
H 0.728 -1.994 -1.142 -0.15 -1.45 -0.34
H -0.656 -0.927 -1.648 -0.67 -0.65 0.19
H 0.836 -0.612 -2.240 0.83 0.13 0.10
H 1.347 1.536 -1.235 -1.18 1.00 -1.67
H 2.471 0.785 -0.437 1.06 -0.47 0.40
H 1.414 1.751 0.515 0.09 0.59 0.54
H -1.013 0.291 1.799 0.86 1.20 3.54
H -2.130 1.087 -0.590 -1.41 -0.06 -1.57
H -0.575 1.971 -0.417 -1.38 -1.12 0.19
H -1.771 2.202 0.682 -0.56 -0.04 -0.81
```
Positions in Å, forces in eV/Å.

As for the net charge: +1. As for the energy above the lowest of the compared OMol25 structures with the same formula, charge and spin: 72.33 kcal per mole. The HOMO energy comes out at -14.2332 eV. The LUMO energy is -3.9 eV. The total energy comes out at -9977.108 eV.

***

# 7
C6H14NO | the ωB97M-V functional and the def2-TZVPD basis

XYZ file:
```
22
Properties=species:S:1:pos:R:3:forces:R:3
C -1.596 0.725 -0.381 -1.29 0.45 0.48
C -0.327 0.746 -1.159 0.49 0.74 -1.16
C 0.591 -0.420 -0.917 0.32 0.09 -0.62
C 1.904 -0.288 -1.058 0.67 0.12 0.68
C 0.274 -2.591 0.281 0.14 0.38 -0.65
C -0.043 -1.732 -0.691 -0.03 -0.37 0.79
N -1.438 0.924 1.120 -0.05 -1.28 -0.45
H -2.145 -0.206 -0.488 0.25 -0.24 0.00
H -2.318 1.486 -0.673 0.25 0.23 -0.21
H 0.211 1.700 -1.169 0.09 0.03 1.04
H -0.594 0.851 -2.215 -0.53 -0.86 -0.18
H 2.439 0.620 -1.309 -0.50 0.41 -0.03
H 2.613 -1.055 -0.803 -0.18 -0.69 -0.31
H 1.092 -2.375 0.961 -0.18 -0.14 0.12
H -0.229 -3.547 0.293 0.12 -0.08 0.32
H -0.844 -2.034 -1.356 -0.07 0.21 -0.21
H -1.061 1.844 1.336 0.04 -0.02 0.30
H -0.795 0.214 1.480 0.51 0.30 -0.05
H -2.315 0.703 1.594 -0.12 0.63 -0.05
H 1.650 1.525 2.494 -0.02 -0.02 0.04
H 1.764 1.588 0.976 0.00 -0.17 -0.02
O 1.167 1.321 1.685 0.10 0.27 0.16
```
Positions in Å, forces in eV/Å.

As for the net charge: +1. As for the energy above the lowest of the compared OMol25 structures with the same formula, charge and spin: 25.90 kcal per mole. The HOMO energy comes out at -12.7228 eV. The LUMO energy is -3.2 eV. The total energy comes out at -9979.122 eV.

***

# 8
C6H14NO | the ωB97M-V functional and the def2-TZVPD basis

XYZ file:
```
22
Properties=species:S:1:pos:R:3:forces:R:3
C 1.170 -1.931 -1.413 -3.74 -0.45 -0.64
C -0.242 -0.568 -0.847 -0.24 1.60 -0.52
C -1.464 0.587 0.959 -2.10 0.11 1.46
C -0.024 1.883 -0.696 -3.52 -1.67 -1.69
C 1.014 0.463 1.137 1.22 2.76 -2.85
C -0.194 0.630 0.135 1.28 -1.16 1.43
N 0.051 -1.946 -0.324 2.64 0.74 0.96
O 0.897 -0.622 -1.777 -1.06 0.65 1.39
H 2.061 -2.200 -1.001 2.84 -0.27 0.96
H 0.826 -2.588 -2.185 0.19 -0.75 -0.46
H -1.237 -0.519 -1.278 0.07 -0.34 -0.83
H -1.853 -0.466 0.938 0.19 0.69 0.53
H -2.354 1.188 0.613 1.13 -0.42 -0.15
H -1.343 0.912 2.067 0.07 -0.68 -1.96
H -0.350 2.674 -0.068 -0.05 1.09 0.19
H 0.919 2.000 -1.118 1.75 0.30 -0.48
H -0.776 1.750 -1.594 1.27 0.78 1.56
H 1.735 -0.142 0.578 0.47 -0.11 0.52
H 0.798 0.085 2.105 -0.21 -0.23 0.77
H 1.541 1.529 1.144 -1.08 -2.34 0.63
H -0.542 -2.751 -0.258 -1.07 -0.22 -0.56
H 0.473 -1.838 0.612 -0.06 -0.07 -0.26
```
Positions in Å, forces in eV/Å.

As for the net charge: +1. As for the energy above the lowest of the compared OMol25 structures with the same formula, charge and spin: 56.46 kcal per mole. The HOMO energy comes out at -15.0627 eV. The LUMO energy is -3.5 eV. The total energy comes out at -9977.796 eV.

***

# 9
C6H14NO | the ωB97M-V functional and the def2-TZVPD basis

XYZ file:
```
22
Properties=species:S:1:pos:R:3:forces:R:3
C 0.223 0.316 2.254 -1.58 0.40 -0.38
C 0.672 -0.107 1.029 -0.27 -1.18 0.26
C -1.684 -1.804 0.344 -2.46 -0.76 -0.59
C 1.871 -0.089 -1.605 0.54 -0.94 -1.93
C -1.094 2.069 0.020 0.34 -0.62 2.94
C -0.132 -0.206 -0.145 3.45 4.34 -0.59
N 0.611 -0.827 -1.335 -0.43 -0.82 2.65
O -0.716 0.915 -0.690 -1.21 -3.01 -0.80
H 0.911 0.431 3.055 0.41 -0.14 0.55
H -0.852 0.607 2.494 1.65 -0.37 -0.66
H 1.668 -0.621 0.972 -0.95 0.56 0.30
H -2.543 -1.274 0.040 -0.85 0.65 -0.03
H -1.416 -1.836 1.336 0.63 -0.27 1.84
H -1.308 -2.415 -0.410 0.90 -1.19 -0.84
H 2.434 -0.456 -2.505 -0.78 0.04 0.88
H 1.655 0.932 -1.732 -0.65 1.23 -0.42
H 2.465 -0.130 -0.752 1.17 -0.43 1.22
H -1.513 2.703 -0.715 -0.05 0.92 -0.53
H -0.128 2.329 0.480 -0.51 1.13 -0.04
H -1.842 1.961 0.895 0.99 -0.37 -1.60
H 0.777 -1.835 -0.941 -0.48 1.87 -1.97
H -0.059 -0.664 -2.090 0.12 -1.05 -0.26
```
Positions in Å, forces in eV/Å.

The spin multiplicity is 3. As for the net charge: +1. As for the energy above the lowest of the compared OMol25 structures with the same formula, charge and spin: 40.47 kcal per mole. The HOMO energy (alpha / beta) comes out at -10.2082 / -14.2632 eV. The LUMO energy (alpha / beta) is -3.2 / -5.7 eV. The total energy comes out at -9973.206 eV.

***

# 10
C6H14NO | the ωB97M-V functional and the def2-TZVPD basis

XYZ file:
```
22
Properties=species:S:1:pos:R:3:forces:R:3
O 1.322 0.278 0.993 -4.17 -3.92 4.20
C 0.599 -0.546 1.776 7.75 2.57 -4.46
C -0.763 -0.589 1.758 -4.80 4.38 -1.12
C -1.518 0.239 0.768 -0.86 -1.78 1.10
C -1.086 0.085 -0.699 0.58 1.18 -1.70
C -0.671 -1.314 -1.122 0.19 -0.31 1.12
C -1.704 -2.331 -0.622 -0.32 0.73 -1.36
N 4.190 3.690 -0.632 -0.44 -1.05 -2.13
H 1.099 -1.307 2.325 0.92 -0.35 0.75
H -1.284 -0.890 2.657 -0.14 -0.79 0.00
H 4.055 4.467 -1.293 1.13 0.35 0.16
H -2.590 -0.038 0.915 0.63 0.33 -0.21
H -1.506 1.351 0.971 0.46 -0.84 0.40
H -0.252 0.752 -0.975 -0.47 0.04 0.44
H -1.972 0.477 -1.259 0.65 -0.61 0.20
H 0.315 -1.621 -0.694 -0.51 0.42 0.09
H -0.365 -1.350 -2.163 -0.88 0.12 -0.48
H -1.626 -3.192 -1.304 -0.05 -0.31 1.16
H -1.484 -2.486 0.453 -0.15 -0.76 -0.10
H -2.763 -1.957 -0.682 1.00 -0.23 0.02
H 3.292 3.456 -0.276 -1.07 -0.20 1.57
H 4.714 2.826 -0.895 0.54 1.02 0.35
```
Positions in Å, forces in eV/Å.

The spin multiplicity is 2. As for the net charge: +2. As for the energy above the lowest of the compared OMol25 structures with the same formula, charge and spin: 106.58 kcal per mole. The HOMO energy (alpha / beta) comes out at -17.7607 / -17.7608 eV. The LUMO energy (alpha / beta) is -11.4 / -12.9 eV. The total energy comes out at -9962.128 eV.